[1]
Here is 2 unconnected molecules or ions with the total composition C5H12NO2P at a distorted geometry from the OMol25 dataset. Energies are from wB97M-V/def2-TZVPD.

Each line ends with the natural charge from an NBO analysis.
Geometry (Å):
C: -2.08144 0.35583 0.69740  -0.654
C: -0.64092 0.26055 1.25474  -0.147
P: 0.13531 -1.35738 1.25571  0.407
O: -0.64033 0.93916 2.57893  -0.459
C: 0.00866 1.44538 1.59856  0.748
O: 0.54217 2.45001 1.23620  -0.565
H: -2.78157 0.73141 1.52776  0.251
H: -2.14278 1.01723 -0.21491  0.227
H: -2.37310 -0.69734 0.44127  0.221
H: 1.25348 -0.77209 2.06459  -0.012
H: -0.46521 -1.67472 2.36771  -0.081
C: 2.08562 -0.15758 -0.94163  -0.427
N: 0.59817 -0.10198 -0.89829  -0.643
C: -0.14296 -0.62078 -2.00905  -0.404
H: 2.47172 0.24431 -1.86954  0.178
H: 2.33234 0.54307 -0.17074  0.221
H: 2.39790 -1.21860 -1.02028  0.207
H: 0.31724 0.86487 -0.71383  0.373
H: -1.12929 -0.38326 -1.90976  0.197
H: 0.14283 -0.13062 -3.04036  0.159
H: 0.11217 -1.73750 -2.23450  0.201

Properties
HOMO energy in eV: -8.59
Structure (SMILES): C[C@]1(P)OC1=O.CNC
Lowest unoccupied orbital energy in Ha: 0.0257
Multiplicity: 1
Orbital gap in eV: 9.3

***

[2]
Here is 2 unconnected molecules or ions with the total composition C5H12NO6PS at a distorted geometry from the OMol25 dataset. Energies are from wB97M-V/def2-TZVPD.

Each line ends with the natural charge from an NBO analysis.
Geometry (Å):
C: -3.01332 1.11141 -0.33336  -0.602
C: -2.55757 -0.29257 -0.90768  -0.384
C: -1.02625 -0.33483 -1.03045  -0.420
C: -0.38918 -0.52256 0.38735  -0.515
C: 1.07440 -0.13791 0.25459  -0.335
N: 1.76949 -0.03380 2.52203  -1.020
O: 2.22550 -2.52479 0.73882  -1.039
O: 2.14034 -1.85843 -1.72011  -1.156
O: 2.49641 2.10723 0.18185  -1.002
O: 3.80510 -0.78629 0.06533  -1.174
O: 1.32744 1.28243 -1.81608  -0.994
O: 0.05733 2.25885 0.11282  -1.066
P: 2.47615 -1.40016 -0.32886  2.358
S: 1.26933 1.48568 -0.34778  2.300
H: -2.62998 1.36761 0.68391  0.229
H: -4.20395 0.99827 -0.34864  0.152
H: -2.91063 1.98158 -1.07359  0.209
H: -2.92815 -0.42678 -1.92088  0.186
H: -2.96826 -1.09835 -0.18059  0.172
H: -0.70087 -1.19022 -1.63165  0.217
H: -0.68510 0.56385 -1.55388  0.262
H: -0.39767 -1.54252 0.73514  0.206
H: -0.85022 0.03794 1.14189  0.214
H: 1.56572 0.96530 2.41673  0.343
H: 2.22334 -2.05486 1.57775  0.511
H: 2.83060 0.04393 2.37533  0.349

Properties
HOMO energy (alpha / beta) in eV: -1.47 / -1.75
Lowest unoccupied orbital energy (alpha / beta) in Ha: 0.2090 / 0.2090
Multiplicity: 1
Charge: -2
Orbital gap (alpha / beta) in eV: 7.2 / 7.4

***

[3]
Here is 2 unconnected molecules or ions with the total composition C5H12NOS at a distorted geometry from the OMol25 dataset. Energies are from wB97M-V/def2-TZVPD.

Each line ends with the natural charge from an NBO analysis.
Geometry (Å):
C: 0.15312 -2.92335 -0.96401  -0.245
C: -0.77242 -1.86910 -0.33598  -0.517
S: -0.65846 -0.25767 -1.24378  -0.723
N: 1.54712 -2.47298 -0.78773  -0.880
H: -0.12714 -2.94770 -2.06320  0.172
H: 0.03208 -3.85468 -0.37598  0.162
H: -0.49520 -1.70989 0.70491  0.175
H: -1.89304 -2.22887 -0.30559  0.178
H: 1.54037 -1.44393 -0.87919  0.386
H: 2.14608 -2.86550 -1.50790  0.337
O: 2.34992 2.24991 0.86135  -0.583
C: 1.24286 2.14394 0.35421  0.470
C: -0.02873 1.85218 1.16037  -0.549
C: -1.29176 2.70026 0.85024  -0.618
H: 1.12099 2.32405 -0.74678  0.118
H: 0.25022 1.92794 2.22209  0.193
H: -0.21952 0.79188 0.89293  0.293
H: -1.11792 3.75809 1.00881  0.187
H: -2.13903 2.31271 1.39986  0.210
H: -1.63953 2.51272 -0.24463  0.234

Properties
HOMO energy in eV: -2.86
Lowest unoccupied orbital energy in Ha: 0.1416
Multiplicity: 1
Charge: -1
Orbital gap in eV: 6.7

***

[4]
Here is a molecular structure, C5H12NP at a distorted geometry from the OMol25 dataset. Energies are from wB97M-V/def2-TZVPD.

Each line ends with the natural charge from an NBO analysis.
Geometry (Å):
C: 0.49646 -0.22955 -1.36683  0.232
C: 1.28008 -1.35085 -1.95936  -0.665
C: 0.25589 0.92893 -2.24299  -0.685
C: 0.03108 1.28437 2.60472  -1.018
C: -1.69552 -0.75886 1.71126  -0.953
N: 0.24315 -0.37019 -0.14626  -0.595
P: -1.03211 0.92157 1.19051  0.858
H: 2.34101 -1.25826 -1.64705  0.231
H: 1.20015 -1.19838 -3.07861  0.206
H: 1.10012 -2.43121 -1.68252  0.243
H: -0.53199 0.72604 -3.01144  0.230
H: 1.22741 1.10126 -2.68468  0.224
H: -0.17000 1.84034 -1.79827  0.236
H: 0.96454 0.61338 2.43800  0.260
H: -0.41637 1.02228 3.57240  0.243
H: 0.15257 2.37408 2.72715  0.242
H: -2.20150 -0.59638 2.76694  0.221
H: -0.84106 -1.47824 1.60360  0.260
H: -2.40394 -1.14032 1.00343  0.230

Properties
HOMO energy (alpha / beta) in eV: -7.81 / -7.81
Lowest unoccupied orbital energy (alpha / beta) in Ha: 0.0303 / 0.0303
Multiplicity: 1
Orbital gap (alpha / beta) in eV: 8.6 / 8.6

***

Looking at ΔE to the lowest compared entry with this formula, charge and spin for the records above, in order, we have 426.62, 225.98, 143.69, 192.16 kJ/mol.
Looking at M for the records above, in order, we have 149.13, 245.19, 134.22, 117.13 g/mol.